12
Properties=species:S:1:pos:R:3 method="wB97M-V/def2-TZVPD" smiles="O=CCNC[O-]" e_above_lowest_kj_mol=247.2 homo_ev=-2.81 charge=-1
O -0.840 -0.642 2.387
C -0.417 -0.153 1.358
C -0.269 -0.872 0.066
N -0.651 -0.062 -1.076
C 0.432 0.955 -1.452
O 1.652 0.647 -1.054
H -0.043 0.889 1.332
H -0.702 -1.870 0.087
H 0.830 -1.065 0.054
H -0.739 -0.703 -1.854
H 0.089 1.939 -1.032
H 0.238 1.076 -2.553

***

49
Properties=species:S:1:pos:R:3 method="wB97M-V/def2-TZVPD" e_above_lowest_kj_mol=94.3 homo_ev="-1.88 / -1.57" charge=-2 multiplicity=2
Mn 1.686 -2.683 -1.271
C -4.966 0.248 -1.262
C -3.922 -0.776 -0.903
C -4.191 -1.812 -0.017
C -3.130 -2.675 0.230
N -1.941 -2.549 -0.320
C -1.752 -1.512 -1.169
S -0.237 -1.280 -1.948
N -2.737 -0.622 -1.471
H -5.932 0.012 -0.813
H -5.074 0.302 -2.345
H -4.649 1.235 -0.919
H -5.159 -1.938 0.449
H -3.249 -3.514 0.914
O 1.261 -4.971 2.274
S 0.571 -4.954 0.956
N 0.890 -3.948 -0.053
O 3.048 -3.965 -1.966
S 3.722 -2.951 -2.888
O 2.825 -1.747 -2.638
O 3.678 -3.379 -4.270
S 5.563 -2.583 -2.275
C 0.926 4.900 0.390
C -0.026 3.992 1.157
N 0.266 2.575 0.972
C -0.708 1.817 0.182
C -0.720 2.222 -1.283
C 1.324 2.087 1.672
O 1.928 2.808 2.467
C 1.731 0.651 1.540
C 2.250 0.031 2.674
C 2.686 -1.274 2.586
C 2.578 -1.936 1.373
N 2.065 -1.356 0.285
C 1.689 -0.079 0.361
H 0.661 5.949 0.547
H 0.886 4.689 -0.679
H 1.946 4.745 0.738
H -1.053 4.152 0.825
H 0.029 4.223 2.223
H -1.695 1.996 0.624
H -0.518 0.752 0.276
H -1.013 3.271 -1.398
H -1.416 1.588 -1.830
H 0.265 2.086 -1.729
H 2.312 0.595 3.596
H 3.087 -1.798 3.442
H 2.879 -2.968 1.266
H 1.338 0.343 -0.569

***

18
Properties=species:S:1:pos:R:3 method="wB97M-V/def2-TZVPD" smiles=CCC(C)(C)O e_above_lowest_kj_mol=180.8 homo_ev=-9.57
C -2.053 -0.557 0.674
C -0.906 0.413 0.368
C 0.356 -0.185 -0.245
C 1.309 1.178 -0.904
C 1.267 -0.873 0.761
O 0.103 -1.044 -1.313
H -2.345 -1.117 -0.220
H -2.932 0.001 1.021
H -1.794 -1.285 1.452
H -0.605 0.946 1.279
H -1.243 1.164 -0.350
H 1.768 1.946 -0.227
H 0.646 1.758 -1.553
H 2.166 0.865 -1.543
H 0.976 -0.852 1.820
H 1.908 -0.041 0.485
H 1.698 -1.837 0.466
H -0.318 -0.480 -1.972

***

83
Properties=species:S:1:pos:R:3 method="wB97M-V/def2-TZVPD" e_above_lowest_kj_mol=13.8 homo_ev=-4.09 charge=-1
Pd -1.936 -1.160 1.526
C -0.203 1.371 -1.012
C -0.240 1.450 0.512
As 1.423 1.514 1.578
C 2.497 2.526 0.259
C 2.155 3.865 0.078
C 2.830 4.663 -0.834
C 3.885 4.137 -1.567
C 4.248 2.809 -1.384
C 3.554 2.008 -0.485
C 2.235 -0.254 1.416
C 3.565 -0.370 1.817
C 4.206 -1.599 1.810
C 3.514 -2.739 1.419
C 2.182 -2.639 1.047
C 1.546 -1.405 1.046
As 1.041 0.113 -1.893
C 0.691 0.876 -3.674
C -0.317 0.438 -4.528
C -0.526 1.059 -5.752
C 0.266 2.132 -6.137
C 1.271 2.581 -5.290
C 1.482 1.953 -4.071
C -0.053 -1.489 -2.060
C -1.283 -1.677 -1.443
C -1.963 -2.886 -1.567
C -1.425 -3.906 -2.337
C -0.199 -3.725 -2.968
C 0.486 -2.530 -2.817
H 0.116 2.333 -1.420
H -1.208 1.185 -1.401
H -0.906 0.682 0.954
H -0.714 2.399 0.785
H 1.342 4.290 0.659
H 2.538 5.698 -0.968
H 4.421 4.756 -2.276
H 5.065 2.385 -1.955
H 3.828 0.967 -0.379
H 4.104 0.515 2.143
H 5.242 -1.669 2.120
H 4.007 -3.703 1.422
H 1.618 -3.521 0.775
H 0.491 -1.378 0.789
H -0.946 -0.396 -4.235
H -1.315 0.706 -6.407
H 0.101 2.616 -7.092
H 1.892 3.419 -5.582
H 2.269 2.307 -3.412
H -1.750 -0.909 -0.826
H -2.888 -3.019 -1.016
H -1.950 -4.848 -2.430
H 0.231 -4.523 -3.562
H 1.454 -2.397 -3.289
O -4.954 -1.442 2.433
C -4.475 -1.741 1.334
O -3.781 -2.744 0.987
C -4.709 -0.770 0.173
C -5.689 -1.019 -0.786
C -5.839 -0.139 -1.840
C -4.999 0.966 -1.914
C -4.047 1.128 -0.926
N -3.892 0.290 0.101
H -6.303 -1.905 -0.694
H -6.593 -0.310 -2.599
H -5.076 1.683 -2.721
H -3.368 1.974 -0.956
C -2.258 -1.978 4.516
S -0.916 -1.837 3.324
O -0.265 -3.170 3.343
C 0.161 -0.772 4.291
C -0.218 0.533 4.575
C 0.640 1.351 5.293
C 1.881 0.873 5.692
C 2.262 -0.427 5.382
C 1.397 -1.258 4.683
H -1.892 -2.519 5.390
H -3.044 -2.518 3.989
H -2.626 -0.988 4.779
H -1.174 0.904 4.217
H 0.353 2.371 5.515
H 2.558 1.520 6.236
H 3.236 -0.793 5.682
H 1.658 -2.274 4.415

***

14
Properties=species:S:1:pos:R:3 method="wB97M-V/def2-TZVPD" e_above_lowest_kj_mol=529.9 homo_ev="-7.52 / -7.29"
C 0.492 0.195 1.144
C -0.493 -0.864 -0.359
C 0.530 -0.386 2.409
C -0.504 0.077 -1.502
C 0.171 1.421 -1.155
O 1.093 0.151 3.391
O -0.537 -2.148 -0.445
S 0.178 1.763 0.631
H 0.281 -1.386 2.580
H -0.190 -0.335 -2.353
H -1.535 0.312 -1.536
H 1.298 1.377 -1.414
H -0.281 2.298 -1.811
H -0.504 -2.475 0.420

***

17
Properties=species:S:1:pos:R:3 method="wB97M-V/def2-TZVPD" e_above_lowest_kj_mol=218.6 homo_ev="-2.99 / -8.80" multiplicity=2
C 0.965 1.530 0.107
C 1.413 1.082 -1.076
N 2.736 0.625 -1.279
N -0.485 1.606 0.383
H 1.591 1.692 0.968
H 0.825 1.126 -1.983
H 2.788 -0.086 -2.000
H 3.114 0.229 -0.433
H -0.960 2.288 -0.206
H -0.694 1.939 1.383
H -0.949 0.670 0.233
C -1.531 -1.862 0.215
N -1.141 -2.206 1.454
O -2.008 -0.772 -0.065
H -1.394 -2.642 -0.548
H -1.268 -1.556 2.213
H -0.659 -3.069 1.627